Record 1
Entry from OMol25: C12H16N2O5 in the gas phase in a non-equilibrium geometry (ωB97M-V with the def2-TZVPD basis set).

SMILES: N[C@@H](CO)C(=O)N[C@@H](Cc1ccc(O)cc1)C(=O)O

The geometry in ORCA input format:
```
! wB97M-V def2-TZVPD RIJCOSX def2/J DEFGRID3
* xyz 0 1
N -0.37997 -1.04065 -5.32037
C -0.37924 -1.51046 -3.97530
C 1.02023 -1.98048 -3.70488
O 1.30386 -1.92993 -2.27229
C -0.37243 -0.40462 -2.91728
O 0.12056 0.72340 -3.21408
N -0.92587 -0.54850 -1.71511
C -0.33622 0.21807 -0.46142
C -1.04450 -0.49282 0.78691
C -0.63003 0.05797 2.19143
C -0.61760 1.49026 2.24168
C -0.71808 2.22759 3.42108
C -0.67717 1.52065 4.68389
O -0.84609 2.24622 5.81791
C -0.53073 0.09354 4.59600
C -0.55943 -0.64279 3.40832
C 1.17804 0.13257 -0.35588
O 1.81985 -0.51773 0.42386
O 1.93977 1.06644 -1.11136
H 0.22425 -0.22344 -5.23844
H -1.24482 -0.80242 -5.70509
H -1.02831 -2.28928 -3.68352
H 1.82788 -1.47940 -4.21172
H 1.15917 -3.06095 -4.10583
H 2.17998 -2.34977 -1.97779
H -1.48458 -1.30736 -1.41221
H -0.74028 1.21648 -0.58974
H -0.71993 -1.59385 0.60063
H -2.08934 -0.28649 0.41051
H -0.57740 2.22338 1.40652
H -0.84140 3.31445 3.40222
H -0.86303 1.61249 6.55827
H -0.44226 -0.38416 5.62726
H -0.17935 -1.72590 3.41857
H 1.25974 1.29626 -1.89086
*
```

List of Mulliken charges in e, atom by atom: atom 1 (N): -0.656, atom 2 (C): -0.434, atom 3 (C): -0.572, atom 4 (O): -0.437, atom 5 (C): 0.825, atom 6 (O): -0.792, atom 7 (N): -0.057, atom 8 (C): -0.115, atom 9 (C): -0.795, atom 10 (C): 0.553, atom 11 (C): -0.284, atom 12 (C): -0.806, atom 13 (C): 0.740, atom 14 (O): -0.497, atom 15 (C): -0.403, atom 16 (C): -0.673, atom 17 (C): 0.688, atom 18 (O): -0.552, atom 19 (O): -0.607, atom 20 (H): 0.308, atom 21 (H): 0.237, atom 22 (H): 0.447, atom 23 (H): 0.341, atom 24 (H): 0.307, atom 25 (H): 0.308, atom 26 (H): 0.309, atom 27 (H): 0.297, atom 28 (H): 0.361, atom 29 (H): 0.339, atom 30 (H): 0.124, atom 31 (H): 0.380, atom 32 (H): 0.288, atom 33 (H): 0.142, atom 34 (H): 0.233, atom 35 (H): 0.454

Record 2
Entry from OMol25: C12H16N2OPdS2 as an isolated structure (ωB97M-V with the def2-TZVPD basis set).

The geometry in ORCA input format:
```
! wB97M-V def2-TZVPD RIJCOSX def2/J DEFGRID3
* xyz -2 1
Pd -0.28317 -1.03060 1.25366
C 1.00106 -3.91343 -2.34915
C 0.88421 -2.83408 -1.28464
S -0.59329 -2.90618 -0.33565
C 1.85870 -1.91924 -1.10989
C 3.11337 -1.91390 -1.95158
S 1.81990 -0.63118 0.09170
H 0.10277 -4.52898 -2.33667
H 1.86115 -4.57422 -2.17912
H 1.10839 -3.49551 -3.35842
H 3.16433 -2.75217 -2.65148
H 4.00047 -1.94949 -1.30926
H 3.19081 -0.98348 -2.52773
C 0.95728 0.45628 3.50944
C -0.37598 0.20904 2.81748
O -1.14832 -0.75047 3.23857
N -1.05571 1.52014 2.65673
C -2.27328 1.51042 1.84783
C -1.99151 1.85493 0.40821
C -2.27752 3.10024 -0.14933
C -1.82159 3.37617 -1.43131
C -1.07872 2.41540 -2.10366
C -0.84454 1.19891 -1.47187
N -1.31501 0.92784 -0.26432
H 1.47655 -0.49421 3.61597
H 0.79652 0.90557 4.50123
H 1.59191 1.11724 2.91338
H -0.38649 2.17690 2.26955
H -3.00289 2.22021 2.26032
H -2.68398 0.50031 1.91968
H -2.83507 3.83825 0.41705
H -2.02823 4.33642 -1.89274
H -0.68108 2.60511 -3.09358
H -0.25103 0.40775 -1.92041
*
```

List of Mulliken charges in e, atom by atom: atom 1 (Pd): -0.190, atom 2 (C): -1.525, atom 3 (C): 0.502, atom 4 (S): -0.498, atom 5 (C): 0.338, atom 6 (C): -1.319, atom 7 (S): -0.555, atom 8 (H): 0.315, atom 9 (H): 0.303, atom 10 (H): 0.281, atom 11 (H): 0.364, atom 12 (H): 0.236, atom 13 (H): 0.207, atom 14 (C): -1.619, atom 15 (C): 1.163, atom 16 (O): -0.820, atom 17 (N): -0.431, atom 18 (C): -1.036, atom 19 (C): 0.492, atom 20 (C): -0.665, atom 21 (C): -0.205, atom 22 (C): -0.676, atom 23 (C): -0.028, atom 24 (N): 0.120, atom 25 (H): 0.240, atom 26 (H): 0.501, atom 27 (H): 0.282, atom 28 (H): 0.275, atom 29 (H): 0.329, atom 30 (H): 0.406, atom 31 (H): 0.311, atom 32 (H): 0.355, atom 33 (H): 0.359, atom 34 (H): 0.188

Record 3
Entry from OMol25: an isolated ion of composition C12H16N3O3 and charge +1 (ωB97M-V with the def2-TZVPD basis set).

SMILES: N#COc1[nH+]c(CCCN)ccc1CCC(=O)O

The geometry in ORCA input format:
```
! wB97M-V def2-TZVPD RIJCOSX def2/J DEFGRID3
* xyz 1 1
N 0.12201 2.20851 3.36715
C 0.05503 1.15665 2.91711
O -0.02409 -0.02824 2.35885
C 0.27385 -0.05587 1.01507
N -0.35280 0.84854 0.25073
C -0.18507 0.91737 -1.08868
C -0.98787 1.97072 -1.76852
C -2.49584 1.62719 -1.62756
C -3.27017 2.76371 -0.98744
N -2.70752 2.99198 0.35957
C 0.64531 -0.01432 -1.67259
C 1.29095 -0.95656 -0.88347
C 1.12639 -1.00198 0.50534
C 1.77332 -2.00238 1.43205
C 3.04487 -2.69465 0.89644
C 2.84521 -4.19273 0.85815
O 2.92677 -4.88082 1.82510
O 2.56432 -4.69744 -0.39344
H -1.02385 1.50142 0.68371
H -0.78895 2.90400 -1.24374
H -0.68963 2.07615 -2.80622
H -2.90987 1.29456 -2.57663
H -2.59420 0.78847 -0.93713
H -3.28309 3.67105 -1.59538
H -4.30388 2.44012 -0.87733
H -3.36809 3.48653 0.94522
H -1.89617 3.59771 0.29872
H 0.78442 0.02004 -2.74262
H 1.93494 -1.68497 -1.35723
H 2.00010 -1.52325 2.38145
H 1.01393 -2.75060 1.67326
H 3.87955 -2.49698 1.56339
H 3.32507 -2.34138 -0.09072
H 1.63610 -4.95707 -0.44063
*
```

List of Mulliken charges in e, atom by atom: atom 1 (N): -0.340, atom 2 (C): 0.401, atom 3 (O): -0.405, atom 4 (C): 0.165, atom 5 (N): 0.237, atom 6 (C): 0.389, atom 7 (C): -1.078, atom 8 (C): -0.402, atom 9 (C): -0.767, atom 10 (N): -0.572, atom 11 (C): -1.277, atom 12 (C): -0.075, atom 13 (C): 0.538, atom 14 (C): -0.516, atom 15 (C): -0.610, atom 16 (C): 0.351, atom 17 (O): -0.465, atom 18 (O): -0.488, atom 19 (H): 0.284, atom 20 (H): 0.325, atom 21 (H): 0.498, atom 22 (H): 0.406, atom 23 (H): 0.310, atom 24 (H): 0.301, atom 25 (H): 0.450, atom 26 (H): 0.248, atom 27 (H): 0.195, atom 28 (H): 0.445, atom 29 (H): 0.467, atom 30 (H): 0.486, atom 31 (H): 0.403, atom 32 (H): 0.298, atom 33 (H): 0.452, atom 34 (H): 0.345

Record 4
Entry from OMol25: an isolated ion of composition C12H16NO2 and charge +1 in a non-equilibrium geometry (ωB97M-V with the def2-TZVPD basis set).

SMILES: C[C@H]1CO/C2=C\CC=[N+]=C1OCC21CC1

The geometry in ORCA input format:
```
! wB97M-V def2-TZVPD RIJCOSX def2/J DEFGRID3
* xyz 1 1
C 0.23769 -1.37432 -2.73198
C 0.74096 -0.27041 -1.78885
C -0.35856 0.78604 -1.53293
O -0.19604 1.61935 -0.37331
C -0.21339 0.97162 0.80893
C 0.78218 1.00174 1.66444
C 2.03867 1.59419 1.35966
C 2.93989 0.70512 0.48243
N 2.45831 -0.28083 -0.15546
C 1.34153 -0.80431 -0.47575
O 0.71088 -1.62058 0.29082
C -0.71898 -1.56108 0.43109
C -1.29928 -0.09283 0.91527
C -2.25349 0.05690 2.14092
C -2.81600 0.12144 0.72365
H 1.18693 -1.87235 -3.20284
H -0.53235 -0.88415 -3.43130
H -0.22555 -2.16605 -2.12442
H 1.50569 0.25143 -2.22765
H -0.12863 1.59056 -2.31772
H -1.33748 0.42098 -1.53346
H 0.54377 0.48419 2.55066
H 2.78450 1.55734 2.25293
H 2.15906 2.61917 0.97942
H 3.98882 0.76352 0.42988
H -0.79589 -2.25016 1.27027
H -1.19546 -1.87593 -0.50947
H -2.16262 0.99177 2.55256
H -2.55999 -0.78885 2.76288
H -3.29938 -0.74134 0.20248
H -3.32581 1.04781 0.58686
*
```

List of Mulliken charges in e, atom by atom: atom 1 (C): -1.190, atom 2 (C): 0.235, atom 3 (C): -1.190, atom 4 (O): -0.466, atom 5 (C): -0.160, atom 6 (C): -0.403, atom 7 (C): -0.805, atom 8 (C): -0.239, atom 9 (N): -0.294, atom 10 (C): 0.469, atom 11 (O): -0.366, atom 12 (C): -0.403, atom 13 (C): 1.083, atom 14 (C): -0.711, atom 15 (C): -1.033, atom 16 (H): 0.352, atom 17 (H): 0.340, atom 18 (H): 0.254, atom 19 (H): 0.780, atom 20 (H): 0.349, atom 21 (H): 0.627, atom 22 (H): 0.537, atom 23 (H): 0.323, atom 24 (H): 0.429, atom 25 (H): 0.530, atom 26 (H): 0.447, atom 27 (H): 0.294, atom 28 (H): 0.350, atom 29 (H): 0.285, atom 30 (H): 0.273, atom 31 (H): 0.304

no.,LUMO energy (eV),energy (eV),orbital gap (Eh)
1,0.561,-25919.253,0.330
2,5.114,-42881.338,0.149
3,-4.622,-23308.796,0.324
4,-3.768,-18277.498,0.339